A:
Molecular formula: C3H7NO
Method: DFT, ωB97M-V with the def2-TZVPD basis set

```
12
C3H7NO, DFT ωB97M-V with the def2-TZVPD basis set
O 1.507 0.499 0.877
N -0.389 1.007 -1.034
C -1.262 0.227 0.293
C 1.151 -0.588 0.066
C -0.167 -0.293 -0.658
H -1.458 1.313 -0.002
H -2.188 -0.311 0.115
H 1.076 -1.475 0.705
H 1.893 -0.787 -0.721
H -0.872 0.232 1.308
H -0.522 -1.108 -1.311
H 1.231 1.282 0.363
```

Computed properties:
Molecular weight: 73.09 g/mol
HOMO: -0.32643 Ha
2S+1: 1
Total charge: 0
HOMO-LUMO gap: 9.664 eV

Atomic partial charges in e from the Mulliken method, atoms 1 to 2: -0.549, -0.608

B:
Molecular formula: C3H7NO
Method: DFT, ωB97M-V with the def2-TZVPD basis set

```
12
C3H7NO, DFT ωB97M-V with the def2-TZVPD basis set
O 0.842 -0.525 -0.978
N -0.626 0.023 0.656
C 0.690 0.002 0.271
C -1.762 -0.235 -0.199
C 1.727 0.432 1.014
H -0.796 0.226 1.627
H 1.580 0.922 1.970
H -2.518 0.550 -0.079
H 1.752 -0.343 -1.245
H -2.233 -1.204 0.018
H -1.435 -0.243 -1.240
H 2.745 0.252 0.688
```

Computed properties:
Molecular weight: 73.09 g/mol
HOMO: -0.28102 Ha
SMILES string: C=C(O)NC
2S+1: 1
Total charge: 0
HOMO-LUMO gap: 8.531 eV

Atomic partial charges in e from the Mulliken method, atoms 1 to 2: -0.507, -0.228

Energy relative to the most stable one, in kcal/mol: A 75.4; B 0.0